[1]
64
Properties=species:S:1:pos:R:3 method="wB97M-V/def2-TZVPD" multiplicity=1 homo_ev="-8.084 / -8.083" de_lowest_kj_mol=104.11 charge=0
Pd -0.28812 0.20310 0.37740
Cl 5.88308 -1.53967 -2.56714
S -1.66534 -1.43515 -1.55482
S -1.98362 2.27598 0.85187
S -1.34588 -2.12538 1.88408
O -2.03145 -0.08200 -0.97020
O 0.00881 -2.36350 1.47567
O 1.46984 0.25678 1.56392
O -0.28473 -1.71119 -1.23647
O -1.67053 -2.59519 3.20360
O 0.82910 0.98621 -0.96737
O -1.70272 -0.64489 1.68099
O -0.82394 2.32234 2.04495
O -2.01966 -1.60025 -2.93666
N -2.63894 1.86399 3.33448
N -4.35112 1.42763 1.78227
C -5.20592 -0.45419 3.12399
C -0.05930 1.77426 6.72235
C 2.29167 0.24780 -2.63462
C 3.99771 -0.86197 -0.73967
C 1.79494 2.23567 5.25057
C 2.45352 -0.28327 1.05335
C -5.29391 1.04227 2.84713
C 0.92950 2.29233 4.17154
C -5.39837 2.46144 -0.22476
C 1.92348 0.31919 -1.28358
C -1.36431 2.09354 3.24060
C -2.69309 -2.57022 -0.61289
C -3.13966 1.79792 2.08385
C -0.93141 1.82801 5.65135
C -2.52276 -2.89693 0.75856
C 2.77674 -0.28147 -0.34270
C -4.67769 -3.94436 -0.67746
C -0.43598 2.08975 4.37462
C -3.77287 -3.09613 -1.30446
C 4.35122 -0.86569 -2.05551
C -4.50628 -4.27307 0.65144
C 3.48252 -0.32459 -3.01095
C -4.76895 1.21525 0.38341
C 1.30123 1.97405 6.52127
C -3.43926 -3.74302 1.36625
H 3.75485 -0.37276 -4.05785
H 1.30350 2.47416 3.17440
H -5.51484 -4.34491 -1.23648
H -4.17627 -0.74429 3.35394
H 4.65317 -1.29496 0.00785
H -5.53938 -1.04484 2.26814
H -3.30617 -3.96886 2.41570
H -6.26477 2.79065 0.35207
H -4.68691 3.28996 -0.26385
H -0.43616 1.55887 7.71318
H -5.83762 -0.70279 3.97853
H -1.99207 1.66518 5.78853
H -6.28700 1.33891 2.51089
H 2.85592 2.38270 5.09848
H -3.87981 -2.83909 -2.34937
H 1.98109 1.92223 7.36229
H -5.47708 0.38882 0.39499
H 1.60446 0.65069 -3.36663
H 3.16004 -0.78593 1.72814
H -5.72488 2.24905 -1.24247
H -5.05272 1.61300 3.73939
H -5.20407 -4.93851 1.14475
H -3.89452 0.88597 -0.18156

=====

[2]
30
Properties=species:S:1:pos:R:3 method="wB97M-V/def2-TZVPD" smiles=Cc1c[nH]c2ccccc12.CCC multiplicity=1 homo_ev=-7.899 de_lowest_kj_mol=56.69 charge=0
N 2.51323 -0.60633 0.57657
C 2.60704 1.43760 -0.35827
C 3.07104 2.83905 -0.62022
C 0.54052 -0.28050 -3.00180
C -2.78667 -1.10343 1.75648
C 0.96721 -1.68752 -1.07874
C 1.78821 -0.69276 -0.58127
C -2.48198 0.39166 1.98852
C 2.89376 0.72073 0.74923
C 0.33691 -1.46930 -2.29832
C 1.94674 0.53354 -1.25215
C 1.39110 0.70236 -2.52417
C -4.25945 -1.42728 1.62014
H -2.46186 -1.61593 2.66410
H -0.36338 -2.21145 -2.65735
H 2.27095 -1.16546 1.37772
H 2.71968 3.23075 -1.57610
H 4.13198 2.90600 -0.57638
H -1.87804 0.52972 2.88188
H 2.64077 3.52961 0.10069
H 3.48086 0.97674 1.61445
H -1.93156 0.79431 1.13415
H 0.82934 -2.65146 -0.60694
H -3.38986 0.98910 2.04636
H -4.64994 -1.21099 0.61685
H -4.46887 -2.49870 1.69497
H -4.89431 -0.90435 2.33305
H 1.47889 1.65080 -3.04013
H 0.09853 -0.15997 -3.98407
H -2.14083 -1.54650 1.00076

=====

[3]
115
Properties=species:S:1:pos:R:3 method="wB97M-V/def2-TZVPD" multiplicity=1 homo_ev=-7.765 charge=0
Cl 1.20340 -1.55842 -3.24382
Si 2.22619 -8.28533 5.14470
Si -1.63985 9.21121 -6.65156
Si -1.41032 6.41469 -5.24084
Si 1.73081 -11.09498 6.45764
O -2.26342 0.90971 2.57225
O 1.23006 -1.99083 6.42742
O 0.43037 0.86056 1.17719
O 1.54652 -9.80102 5.40119
O -0.93108 7.82270 -6.02328
O -2.58671 -1.18059 1.24417
O -5.19443 4.22485 -1.00210
N 0.36871 -3.88877 5.04056
N 2.43471 -0.56381 0.62521
N 0.14562 -1.64412 1.14729
N -0.83239 3.41279 -0.02536
N 2.15053 -3.00028 0.25307
C -0.38004 -1.34129 4.41963
C 0.49386 -2.38973 5.38563
C 2.47167 1.92631 0.14723
C -4.42104 1.64272 -4.26296
C 0.05087 5.30016 -4.85104
C -2.27188 6.82851 -3.61901
C -2.70378 3.43649 -1.91772
C 3.47763 -11.78765 6.34499
C 0.55211 -0.47879 3.38316
C -2.77335 1.65486 -4.24416
C -2.87683 8.76065 -7.99622
C 1.88313 -0.00930 -2.45518
C -1.74476 -0.13633 1.91776
C 1.42318 -10.53848 8.22941
C 2.00751 -7.20597 6.67061
C -1.84096 4.27773 -0.76002
C -1.97486 2.54059 -3.10292
C 0.56870 3.86886 -0.36755
C 1.72940 3.28376 0.68530
C 1.43043 -7.39918 3.69146
C -4.36977 3.44612 -1.95560
C -2.54330 10.14959 -5.29332
C 1.78449 1.20822 -3.59795
C -2.60778 5.44411 -6.32138
C 4.06581 -8.45208 4.78470
C -5.18420 2.56481 -3.12129
C -0.08421 -0.33165 1.85974
C 1.57623 -1.81402 0.67453
C 0.53077 -12.48798 6.07207
C 1.50730 0.56177 0.22691
C 0.83606 0.41285 -1.26643
C -0.36459 10.36799 -7.40389
H 0.87227 1.02581 -4.30802
H 3.72013 -12.04505 5.30975
H 2.37136 -6.19089 6.47861
H 0.76674 5.80842 -4.19777
H -2.63566 4.62420 0.04623
H 2.18682 -9.82277 8.54752
H 2.56691 -7.61405 7.51679
H -1.38046 5.27803 -1.20043
H -3.27764 9.66421 -8.46800
H 1.44899 -11.39174 8.91026
H 0.85244 3.65071 -1.50284
H -1.86664 10.36158 -4.46013
H 3.45287 1.76995 0.78586
H 4.23080 -9.13551 3.94642
H 0.68785 -12.86984 5.05863
H 0.17135 9.87888 -8.22084
H 0.23243 1.38628 -1.60423
H 0.78082 0.58173 3.88032
H -1.20135 -2.00883 3.91109
H -0.85555 11.26175 -7.80514
H -2.93153 11.09873 -5.67384
H 0.00362 -0.43973 -1.20019
H 4.49771 -7.48025 4.52896
H -2.85018 4.48444 -5.86035
H -5.55305 5.00498 -1.55256
H -6.37112 2.57666 -3.16883
H 2.83590 2.15228 -0.95535
H -1.63307 7.46418 -2.99883
H -2.12516 1.02629 -5.02221
H -2.49906 5.91723 -3.06006
H 1.60547 2.25072 -3.06694
H 4.20863 -11.05396 6.69819
H 3.57512 -12.68815 6.95662
H 2.84072 -3.53681 0.83260
H -3.53844 6.00118 -6.46320
H 0.36322 10.68837 -6.65250
H 2.56563 4.13551 0.69642
H -0.50528 -12.14526 6.15654
H 0.56946 5.00155 -5.76750
H -3.21093 7.35904 -3.80377
H -2.39891 8.15132 -8.76817
H 0.44294 -10.05816 8.31394
H -0.96373 3.45212 1.01995
H 0.00764 -2.39794 1.86328
H 3.00501 -0.08667 -2.12459
H 1.15669 -4.17098 4.38826
H -0.80521 2.52665 -3.14643
H 2.82462 1.26620 -4.13067
H -0.29038 4.39537 -4.34308
H -3.71374 8.19459 -7.57834
H 1.61172 -1.02737 3.35353
H -0.87010 -0.57429 5.19165
H -0.49512 -4.00422 4.43191
H 1.92419 -3.32695 -0.73117
H -3.38515 9.56411 -4.91279
H 3.24078 -0.67758 -0.03859
H 4.59689 -8.84298 5.65731
H 1.89260 -6.41574 3.54974
H 0.67417 -13.31355 6.77277
H -4.95653 0.99735 -5.08317
H 1.33823 3.22543 1.79834
H 1.55857 -7.97127 2.76774
H 0.62840 5.05712 -0.26776
H 0.95213 -7.14706 6.95044
H 0.36162 -7.25087 3.86325
H -2.16596 5.25350 -7.30485

=====

[4]
8
Properties=species:S:1:pos:R:3 method="wB97M-V/def2-TZVPD" multiplicity=1 homo_ev=-8.896 de_lowest_kj_mol=485.44 charge=0
Cl -1.39810 1.63669 0.31970
Cl -2.16731 -1.13633 -0.46088
C 1.71080 0.28790 -0.02492
C 0.80680 -0.33635 -0.64898
C -1.12482 -0.10743 0.36857
C 2.53870 1.06632 0.51672
H -0.80613 -0.40268 1.28794
H 0.44006 -1.00810 -1.35815

=====

[5]
9
Properties=species:S:1:pos:R:3 method="wB97M-V/def2-TZVPD" multiplicity=1 homo_ev=-9.680 de_lowest_kj_mol=499.00 charge=0
S -1.76794 1.68442 0.10386
O -0.34841 1.89411 0.38210
C 2.04084 -1.13402 0.92042
C 1.04496 -1.64929 0.29997
C -1.96400 0.56804 -1.06527
H -2.95490 0.31979 -1.38840
H -1.11916 0.08125 -1.51906
H 2.87838 -0.82916 0.29776
H 2.19024 -0.93514 1.96862

=====

[6]
58
Properties=species:S:1:pos:R:3 method="wB97M-V/def2-TZVPD" smiles=COCCCCCCCCCC[Si@H](I)OCCNC[C@H](C)O multiplicity=1 homo_ev=-9.134 de_lowest_kj_mol=15.36 charge=0
I -1.37819 -3.46073 2.21750
Si -2.47307 -1.43571 1.37379
O -2.00138 -1.12965 -0.16930
O 2.44461 -3.95385 -3.89308
O -1.75603 1.80352 -1.73318
N 0.22556 -2.53447 -1.98754
C 0.30986 2.45471 0.16056
C 0.67350 0.95610 4.61394
C -2.05149 -2.14472 -1.17496
C -1.40553 -0.21423 3.77186
C -0.84124 1.04808 4.47518
C 1.31303 -2.05732 -2.84819
C -2.78186 1.60744 -2.67395
C -0.70776 2.65313 -2.15180
C -1.02978 -1.83258 -2.25467
C 1.55506 2.11053 0.98079
C 1.37709 0.90886 3.26521
C 1.30265 2.23690 2.49402
C 3.83566 -2.31199 -2.91429
C -1.98851 0.05989 2.38762
C 2.50270 -3.01794 -2.81729
C 0.53671 2.35674 -1.33894
H -3.05425 -2.20353 -1.59801
H 0.92538 0.06672 5.19370
H -1.22124 0.56412 1.79238
H 0.93478 -2.00714 -3.86886
H -1.39880 -2.09828 -3.24326
H -1.07200 1.92482 3.86940
H 0.33539 2.71439 2.63969
H 2.43239 0.68169 3.42906
H 4.66056 -2.98947 -2.71728
H 2.44739 -3.57594 -1.87820
H -0.50553 2.50106 -3.21501
H -2.82545 0.75550 2.44479
H 0.47824 -2.30930 -1.03114
H -0.49218 1.76250 0.41698
H 1.05439 1.80934 5.17991
H 1.84594 1.08652 0.74083
H -3.93084 -1.67428 1.42815
H 1.00085 0.08470 2.65461
H -0.88799 -0.74568 -2.24093
H -1.80443 -3.12021 -0.75373
H -3.21190 0.62414 -2.50646
H 3.95828 -1.88693 -3.90968
H 1.63818 -1.05138 -2.56311
H -2.40912 1.65706 -3.69896
H -3.57295 2.35323 -2.56496
H 0.88904 1.35172 -1.58347
H 1.32560 3.04732 -1.64422
H 3.86905 -1.49527 -2.19606
H -1.00974 3.69570 -2.00263
H -2.16472 -0.66708 4.40674
H 2.36386 2.77326 0.67364
H -0.58073 -0.91451 3.66030
H 1.57294 -4.34897 -3.87479
H -1.30596 1.18776 5.44852
H -0.02072 3.46357 0.41537
H 2.07471 2.88011 2.91342

=====

[7]
63
Properties=species:S:1:pos:R:3 method="wB97M-V/def2-TZVPD" multiplicity=1 homo_ev=-2.204 de_lowest_kj_mol=37.37 charge=-2
I -2.15473 3.81854 3.22259
Rb -0.43708 -0.33227 -0.96115
Se 2.85272 -0.64680 1.02329
Se 3.12969 -0.20214 -2.62981
Cl -3.71022 -0.97426 5.88419
S -1.28253 4.78556 -2.48146
O 2.11312 -4.00712 -2.02829
O 1.29478 -2.05799 -1.30727
O -2.36864 -2.80985 -0.51352
O -0.79276 1.56986 1.44375
N -0.60238 -1.12924 1.76119
N -2.01378 3.14043 -0.52495
N -1.22140 -2.72531 -2.54318
N -3.46765 -0.41251 -1.22353
N 0.21452 3.26883 -0.86254
C -2.18707 -2.44447 -1.71486
C 1.44653 3.56860 -1.55116
C 4.33993 1.14062 -3.43426
C -2.81030 -0.24401 4.56990
C -1.38077 1.02217 2.42673
C 1.17106 -3.22200 -1.80883
C -1.01563 3.68720 -1.23192
C 3.98209 -1.63414 -0.22059
C -3.40723 3.43470 -0.73249
C 4.50927 -0.80575 -1.37275
C -1.32547 -3.15553 2.77728
C -2.11770 1.72405 3.40244
C -0.26335 -3.71977 -2.09873
C -3.23873 -1.44420 -2.24561
C -0.59105 -2.43704 1.81988
C -2.81408 1.11799 4.44821
C -2.05990 -2.46866 3.70346
C -1.35201 -0.42732 2.62820
C 4.30558 0.39145 1.84915
C -2.09177 -1.05869 3.66414
H 5.24071 0.67569 -3.83537
H -0.17381 -4.50065 -2.85936
H -3.61591 3.48162 -1.79971
H 4.61925 1.89659 -2.69930
H -3.69130 4.39136 -0.28199
H 4.81927 -2.04153 0.35225
H -4.14922 -2.02262 -2.46051
H 5.01535 0.09729 -1.02406
H 3.80308 1.62536 -4.24887
H 2.06022 4.26726 -0.97429
H 1.20680 4.02680 -2.50732
H 5.06698 -0.27140 2.26027
H 0.00617 -2.95196 1.07512
H 3.35678 -2.44577 -0.58867
H 2.01295 2.64985 -1.71761
H 3.86855 0.97582 2.65678
H -3.99848 2.64022 -0.28015
H -2.63358 -2.98550 4.46171
H 5.22425 -1.39698 -1.94970
H -1.74319 2.53950 0.25804
H -3.39150 -0.89839 -0.33049
H 0.25425 2.62602 -0.07764
H -4.41203 -0.05288 -1.27942
H -0.60095 -4.20165 -1.16853
H -2.89115 -0.99323 -3.17576
H -1.30856 -4.23717 2.76535
H -3.35949 1.72236 5.15987
H 4.76151 1.07304 1.13184

=====

[8]
10
Properties=species:S:1:pos:R:3 method="wB97M-V/def2-TZVPD" smiles=Oc1cnc[nH]1 multiplicity=1 homo_ev=-8.096 de_lowest_kj_mol=153.47 charge=0
O 2.05022 0.09177 -0.06371
N -1.45549 0.70852 0.01239
N -0.14541 -1.05179 0.09893
C -1.39253 -0.62376 -0.03145
C 0.67093 0.08046 -0.02111
C -0.21410 1.13170 0.04945
H 2.52780 -0.79183 0.29791
H 0.01563 2.20774 -0.10770
H 0.11978 -2.04212 -0.24694
H -2.24437 -1.23546 -0.19413

=====

[9]
16
Properties=species:S:1:pos:R:3 method="wB97M-V/def2-TZVPD" multiplicity=1 homo_ev=-8.356 de_lowest_kj_mol=565.09 charge=0
O -1.22306 -1.49312 -0.03548
C 0.11580 0.41872 -0.31207
C 1.38423 -1.39457 -0.08423
C 0.09279 -1.04007 -0.20116
C -2.30918 -0.33568 0.04383
C -1.38881 0.93587 -0.03747
C 1.29942 1.00926 -0.00894
C 2.14258 -0.11051 0.04577
H -2.96837 -0.42062 1.04545
H -1.20575 1.75467 0.94387
H 2.99108 0.08671 -0.65429
H -2.27707 1.84462 -0.70462
H -3.04067 -0.44096 -0.87510
H 2.75238 -0.46637 1.03006
H 1.76248 1.95980 -0.17690
H 1.87214 -2.30775 -0.01871

=====

[10]
49
Properties=species:S:1:pos:R:3 method="wB97M-V/def2-TZVPD" smiles=CC(C)CSc1cc(SCC(C)C)nc(SCC(C)C)n1 multiplicity=1 homo_ev=-8.670 de_lowest_kj_mol=20.22 charge=0
S -0.49185 1.40950 3.65279
S -3.23738 0.98344 -1.22484
S -0.77533 -3.25699 1.07807
N -0.77309 -0.89176 2.22713
N -1.86946 -1.04838 0.09795
C -3.19089 2.57438 -3.89931
C 2.65319 -0.37799 1.96812
C -2.41545 2.63088 -1.46277
C -1.25208 -1.56938 1.17352
C 2.03079 0.96533 2.55993
C -1.89386 1.00422 1.22165
C 1.25778 0.75615 3.86216
C 3.27733 1.70197 2.97749
C 2.06507 -4.84189 0.13939
C 0.95763 -4.35866 -0.88566
C -3.02281 3.35780 -2.63916
C -2.24932 4.79547 -2.71383
C 0.25657 -3.09662 -0.43428
C -2.19482 0.27802 0.13401
C 1.71784 -4.08819 -2.19714
C -1.18522 0.37491 2.29586
H 1.59421 -5.32690 0.99670
H 3.87717 0.98825 3.56913
H -2.10907 2.06400 1.32327
H -3.61535 3.21651 -4.74782
H -2.61311 3.19907 -0.57555
H 1.47917 1.40368 1.82327
H -4.06001 3.56888 -2.31526
H -1.18896 4.76465 -2.96997
H -2.20447 2.22194 -4.28006
H 1.96247 -0.91885 1.29920
H 2.60443 -3.96149 0.36107
H 0.19814 -5.11726 -1.07336
H 3.10668 2.64763 3.45778
H -1.33833 2.71048 -1.60487
H 1.13441 -0.26356 4.12187
H -3.85708 1.71361 -3.77775
H 2.42229 -3.30174 -2.26415
H 3.85172 1.86926 2.06769
H -2.26137 5.20412 -1.76414
H -0.41687 -2.87099 -1.17473
H 0.89110 -2.27415 -0.33966
H 0.93693 -3.74706 -2.90153
H 2.80289 -0.98857 2.89088
H 2.78322 -5.59616 -0.37363
H 3.51273 -0.15279 1.37627
H 2.18012 -5.12542 -2.49339
H 1.59668 1.31155 4.78553
H -2.93440 5.45907 -3.34788

=====

[11]
14
Properties=species:S:1:pos:R:3 method="wB97M-V/def2-TZVPD" multiplicity=1 homo_ev=-13.819 de_lowest_kj_mol=578.44 charge=+1
N 2.19127 -0.26104 0.04077
N 1.79478 0.80582 -0.05972
N 2.71361 -1.27983 -0.14231
C -1.48747 -1.11973 0.21304
C -2.43802 -0.40083 -0.35234
C 0.67221 1.62819 0.02641
H -2.41422 -0.14576 -1.40045
H 0.84904 2.39035 0.79216
H 0.55194 2.14610 -0.92833
H -0.65707 -1.50390 -0.36317
H -3.29593 -0.05397 0.19919
H -1.50993 -1.39605 1.25348
H -0.23724 1.05130 0.25124
H 3.26703 -1.86063 0.47005

=====

| no. | calculated total energy (eV) | F_max (Eh/bohr) |
| --- | --- | --- |
| 1 | -96212.54741 | 0.0198 |
| 2 | -14209.74985 | 0.0288 |
| 3 | -100060.66066 | 0.1632 |
| 4 | -29217.62082 | 0.0998 |
| 5 | -16052.93796 | 0.0371 |
| 6 | -40788.54507 | 0.0147 |
| 7 | -199645.37310 | 0.0265 |
| 8 | -8202.29488 | 0.0866 |
| 9 | -9430.38558 | 0.1262 |
| 10 | -52530.31510 | 0.0849 |
| 11 | -7699.28336 | 0.0485 |